(1)
Formula: C41H34FN3O2OsS
Source: OMol25
Level of theory: wB97M-V/def2-TZVPD

Atoms and positions in Å:
Os -1.03488 -0.62190 -0.95343
C -0.92285 3.37331 -2.76026
C -1.21010 2.30474 -1.89903
N -0.81571 1.07504 -2.15012
C -0.06085 0.81430 -3.26975
C 0.21489 1.82249 -4.20695
C -0.23476 3.13023 -3.91277
C 0.91353 1.49481 -5.39295
C 1.29006 0.20117 -5.60498
C 1.04967 -0.80831 -4.65074
C 0.41750 -0.52494 -3.45720
N 0.12718 -1.38091 -2.41091
C 0.49130 -2.70675 -2.26177
C 1.52273 -3.39126 -2.86885
C 1.76005 -4.75285 -2.58528
C 0.99032 -5.44931 -1.70118
C -0.05261 -4.77712 -1.01930
C -0.86845 -5.39737 -0.04693
C -1.83139 -4.67807 0.60036
C -1.98608 -3.31786 0.29533
N -1.24309 -2.71496 -0.60480
C -0.28497 -3.41903 -1.28716
H -1.27347 4.36229 -2.50230
H -1.77773 2.45653 -0.99088
H -0.02396 3.92763 -4.61507
H 1.12180 2.27063 -6.11777
H 1.79776 -0.06911 -6.52192
H 1.35577 -1.81437 -4.88401
H 2.19849 -2.88336 -3.53725
H 2.58267 -5.24590 -3.08703
H 1.17575 -6.49452 -1.49195
H -0.71121 -6.44503 0.17955
H -2.46553 -5.12682 1.35128
H -2.72399 -2.70437 0.79680
S -2.95146 -0.14263 0.29470
C -3.82550 1.21067 -0.44806
C -4.19098 1.19225 -1.79307
C -4.84590 2.27502 -2.36064
C -5.15701 3.38849 -1.59060
C -4.81823 3.40209 -0.24439
C -4.15948 2.32108 0.32557
H -3.94855 0.32388 -2.39374
H -5.11769 2.24723 -3.40861
H -5.66635 4.23404 -2.03445
H -5.06782 4.25977 0.36851
H -3.89127 2.33199 1.37409
F -3.35773 0.88917 5.93618
C -2.69487 1.40614 4.88040
C -2.96604 2.70946 4.49607
C -2.28999 3.23233 3.41411
C -1.34018 2.46590 2.69348
C -0.67607 2.98969 1.57599
C -1.09966 1.14090 3.13625
C -1.76896 0.61603 4.21889
H -3.69526 3.28761 5.04731
H -2.48991 4.24871 3.09610
H 0.04779 2.39825 1.03287
H -0.89000 3.99680 1.24175
H -0.39791 0.52253 2.59143
H -1.59749 -0.39830 4.55339
C 6.13166 -0.50046 3.79448
C 4.86560 -0.45384 2.98382
C 3.94419 -1.48542 3.02667
C 2.76025 -1.45731 2.29456
C 1.85920 -2.66083 2.43255
C 2.49148 -0.34407 1.47418
C 3.42843 0.71026 1.40584
C 3.26717 1.94067 0.54858
C 4.58665 0.63193 2.16731
C 1.23850 -0.29371 0.65469
O 0.32619 -1.15473 0.86022
O 1.07461 0.57207 -0.23826
H 6.21375 -1.43707 4.34438
H 6.16183 0.31909 4.51462
H 7.00945 -0.40302 3.15355
H 4.14585 -2.34642 3.65429
H 2.32997 -3.38985 3.09232
H 1.67529 -3.13127 1.46555
H 0.88415 -2.39551 2.83482
H 2.36122 2.48974 0.79842
H 3.19000 1.68586 -0.50660
H 4.12472 2.59701 0.69522
H 5.29852 1.44874 2.11447

Cartesian forces, eV/Å:
0.144 -0.017 -0.060
0.014 0.024 -0.030
-0.045 0.011 0.035
-0.034 -0.057 0.035
-0.003 0.002 -0.001
-0.012 0.012 0.024
-0.011 -0.011 0.003
0.004 -0.006 -0.011
-0.010 -0.008 0.016
0.022 0.006 -0.033
0.001 -0.045 0.045
-0.072 -0.018 -0.004
-0.012 0.043 0.010
0.037 -0.016 -0.018
-0.005 0.007 -0.002
0.000 0.008 0.001
-0.010 -0.001 0.006
0.006 0.006 0.006
0.001 -0.033 0.004
-0.011 0.024 0.007
-0.008 0.033 -0.064
-0.003 -0.003 -0.003
0.001 0.000 -0.002
0.029 -0.005 -0.016
0.005 0.003 0.003
0.003 0.000 -0.001
0.002 0.002 -0.001
-0.002 0.006 -0.002
-0.006 0.002 0.004
0.001 0.000 0.000
-0.001 -0.001 0.001
-0.002 -0.001 -0.001
-0.003 0.002 -0.002
0.003 0.003 0.001
0.036 0.026 -0.004
-0.008 0.011 0.028
-0.014 -0.007 -0.012
0.007 -0.003 0.005
0.022 -0.006 0.002
-0.005 0.013 -0.005
-0.020 -0.040 -0.006
0.007 -0.003 -0.002
0.002 -0.002 -0.003
-0.009 -0.002 0.001
0.005 -0.002 0.002
0.012 0.009 0.010
0.003 0.003 0.004
0.001 0.019 -0.007
-0.006 0.001 0.009
0.000 0.000 -0.020
0.008 0.006 0.052
-0.048 0.017 0.023
0.010 -0.009 -0.036
-0.004 -0.019 0.007
-0.002 0.001 -0.002
0.000 0.004 0.007
-0.013 -0.017 -0.054
0.043 0.004 -0.008
-0.008 -0.001 0.012
0.004 -0.001 -0.003
-0.016 0.004 -0.010
0.007 -0.013 0.017
-0.013 0.005 0.020
-0.016 -0.008 0.018
0.031 -0.020 -0.055
0.051 -0.004 -0.009
0.009 -0.001 -0.011
-0.018 -0.026 -0.020
0.008 -0.001 0.001
-0.020 -0.040 -0.069
-0.041 0.028 0.074
0.004 0.061 0.040
0.004 0.000 0.001
-0.001 0.001 0.002
0.001 -0.001 -0.001
0.000 -0.003 -0.005
0.009 0.002 0.000
-0.017 0.003 0.022
-0.008 0.013 0.012
-0.026 0.016 0.005
0.005 -0.003 0.008
-0.004 0.011 0.015
-0.002 0.003 0.001

Values from the calculation:
HOMO-LUMO gap (alpha / beta)	6.417 / 6.842	eV
spin multiplicity	5
charge	0
HOMO level (alpha / beta)	-0.2502 / -0.2816	Ha
electronic energy	-67655.26036	eV
F_max	0.0031	hartree/bohr
ΔE to the lowest compared entry with this formula, charge and spin	0.00	kJ/mol

---

(2)
Formula: C6H18FNaO8P2
Source: OMol25
Level of theory: wB97M-V/def2-TZVPD

Atoms and positions in Å:
Na 5.45210 3.23539 -11.37325
F 6.82202 5.01850 -10.72970
C 3.91749 -1.39359 -11.57610
O 4.14023 -1.07784 -12.97178
P 5.61263 -0.53440 -13.26565
O 5.97886 0.75376 -12.61990
O 5.56106 -0.52179 -14.85539
C 5.91415 0.59991 -15.66278
O 6.56969 -1.75064 -12.92903
C 7.75401 -1.62802 -12.15367
H 3.14507 -2.14917 -11.46204
H 3.54491 -0.46562 -11.14023
H 4.80787 -1.74404 -11.05700
H 5.16618 0.61468 -16.45806
H 6.89364 0.45609 -16.12173
H 5.89218 1.51956 -15.07750
H 8.08957 -0.61453 -11.92951
H 8.60689 -1.92503 -12.77250
H 7.74507 -2.24341 -11.26094
C 11.00345 0.33985 -6.60959
O 10.00940 0.55512 -7.58953
P 10.41955 1.28993 -8.96765
O 11.74772 0.88489 -9.47444
O 9.18681 0.95389 -9.94220
C 7.88086 0.97231 -9.43194
O 10.15857 2.81162 -8.58331
C 10.09881 3.80406 -9.61044
H 12.04486 0.29315 -6.92432
H 10.78348 -0.60885 -6.11533
H 10.95139 1.07581 -5.80283
H 7.35141 0.03357 -9.63283
H 7.21359 1.74711 -9.78481
H 7.81450 0.91000 -8.34185
H 9.07280 4.06019 -9.87886
H 10.74380 3.55653 -10.45492
H 10.52667 4.73595 -9.23036

Cartesian forces, eV/Å:
1.063 0.776 0.110
-0.790 -1.289 -0.320
-0.567 0.663 0.063
0.928 -0.428 0.430
-0.095 0.359 -0.996
-0.392 -0.394 -0.057
0.103 -0.237 1.041
-0.260 0.108 -0.329
-0.541 0.407 0.322
1.913 0.338 -0.506
0.010 -0.064 -0.445
0.124 -0.166 0.390
0.143 0.079 -0.152
0.117 0.261 0.092
-0.004 -0.048 0.233
0.038 -0.033 -0.127
-0.928 0.268 0.319
-0.309 -0.626 -0.063
-0.389 -0.039 0.036
0.316 -0.531 1.653
0.289 0.518 -1.172
0.259 -0.160 0.509
-1.322 0.595 0.075
0.661 -0.179 0.069
-1.604 -1.398 1.268
0.274 -0.646 0.145
0.440 1.193 -0.256
-0.217 0.119 -0.719
-0.069 -0.075 -0.243
-0.193 0.306 -0.308
0.391 -0.107 -0.788
0.544 0.645 -0.287
0.514 0.766 0.025
-0.090 -0.425 -0.227
-0.348 -0.315 -0.147
-0.011 -0.241 0.364

Values from the calculation:
HOMO-LUMO gap	8.183	eV
charge	0
HOMO level	-0.3240	Ha
electronic energy	-48610.32465	eV
F_max	0.0482	hartree/bohr
ΔE to the lowest compared entry with this formula, charge and spin	72.81	kJ/mol

---

(3)
Formula: C6H9N
Source: OMol25
Level of theory: wB97M-V/def2-TZVPD

Atoms and positions in Å:
C 2.15141 0.69800 -0.04002
C 0.86962 0.66112 1.03766
C -0.28722 0.00268 0.42654
C -1.18114 0.69092 -0.40381
C -2.05142 -0.21320 -0.93306
N -1.86669 -1.43359 -0.31483
C -0.63995 -1.37174 0.35401
H 2.01913 0.36001 -1.07096
H 3.06831 0.16072 0.47439
H 2.56894 1.75699 0.01071
H 0.49405 1.71961 1.18282
H 1.21168 0.16270 1.99318
H -1.16685 1.66805 -0.98951
H -2.58344 -0.23884 -1.91285
H -2.56142 -2.28023 -0.24901
H -0.04500 -2.34319 0.43475

Cartesian forces, eV/Å:
1.677 0.980 3.500
1.914 0.499 -1.035
0.015 -2.573 -0.144
-1.093 1.240 -2.829
-1.688 -1.195 -0.661
0.078 -1.995 -0.526
0.013 0.200 0.570
-0.378 0.024 0.432
-1.917 0.449 -1.235
-0.759 -1.106 -0.603
0.982 -1.111 0.332
-0.425 0.835 -1.052
0.582 -1.042 1.670
-0.177 0.606 1.408
2.212 2.473 -0.664
-1.036 1.715 0.835

Values from the calculation:
HOMO-LUMO gap	8.816	eV
SMILES	CCc1cc[nH]c1
charge	0
HOMO level	-0.2854	Ha
electronic energy	-7855.79593	eV
F_max	0.0779	hartree/bohr
ΔE to the lowest compared entry with this formula, charge and spin	228.06	kJ/mol

---

(4)
Formula: C2H26O12
Source: OMol25
Level of theory: wB97M-V/def2-TZVPD

Atoms and positions in Å:
O 3.62371 -1.99048 0.13512
C 3.16194 -1.04290 1.01544
C 1.77106 -1.48912 1.34596
O 1.05049 -0.46138 1.95460
H 4.56302 -1.75817 0.08914
H 3.72959 -0.92683 1.84519
H 3.21358 -0.12358 0.48374
H 1.76057 -2.38600 1.92777
H 1.22511 -1.72981 0.41028
H 1.49111 -0.33197 2.77820
O 1.28944 -0.69627 -2.52043
H 1.04664 -0.17577 -1.81223
H 1.28936 -1.60557 -2.34047
O -2.78089 -0.05526 -2.47109
H -3.02767 0.28761 -1.60605
H -2.36057 -0.89729 -2.38947
O -0.57096 1.32486 -3.69508
H -1.31214 1.22389 -3.10193
H -0.22730 0.42247 -3.63117
O -1.19060 2.01830 1.80671
H -1.55557 1.86387 0.90461
H -0.23780 1.97826 1.64379
O -1.36183 -2.03652 -1.42132
H -0.66388 -2.71814 -1.41324
H -1.61165 -1.92573 -0.49229
O -1.72083 2.45212 -0.76752
H -1.16333 3.14186 -0.37235
H -1.15123 1.70413 -0.78250
O -3.47843 0.03816 0.13406
H -2.73700 -0.27640 0.63367
H -3.89816 -0.72180 -0.33365
O -0.95717 0.42483 3.93693
H -1.53882 -0.30573 4.09044
H -1.06910 0.63056 3.06421
O -0.29057 0.25908 -0.39875
H -0.39224 -0.58960 -0.86050
H -0.05508 0.13637 0.52344
O 1.75039 2.23744 0.74702
H 1.76694 1.97655 -0.17169
H 2.61987 2.12397 1.11140

Cartesian forces, eV/Å:
2.126 -1.215 -0.612
-2.490 -0.239 -2.087
-0.726 0.490 -1.373
-0.662 -0.115 -0.230
-0.079 -0.791 -0.663
1.932 0.042 2.981
-0.706 1.364 -0.198
0.209 -0.698 0.552
0.504 0.077 0.285
-0.169 0.695 1.287
1.037 0.151 -3.570
-0.725 1.494 2.561
0.114 -1.636 0.758
-0.684 1.167 -1.084
0.253 -0.024 0.161
0.249 -0.572 0.275
0.639 -0.427 -0.004
-0.940 0.332 0.203
0.411 0.208 -0.384
0.105 -0.601 -0.535
-0.294 0.507 0.740
0.211 0.303 0.200
0.861 -0.907 0.598
-0.559 0.164 -0.099
-0.172 -0.290 -0.189
-0.725 1.757 0.170
-0.367 0.067 -0.402
0.921 -1.314 -0.585
-1.334 -0.461 -0.711
0.522 -0.293 0.470
0.436 0.645 0.820
0.968 -0.901 3.890
-0.446 -0.601 0.363
-0.564 1.446 -3.764
0.165 -0.032 -0.517
-0.272 0.271 0.227
0.391 -0.252 0.530
-0.877 0.370 0.247
0.184 -0.114 -0.352
0.556 -0.067 0.039

Values from the calculation:
HOMO-LUMO gap	9.523	eV
SMILES	OCCO.O.O.O.O.O.O.O.O.O.O
charge	0
HOMO level	-0.3718	Ha
electronic energy	-27064.47868	eV
F_max	0.0799	hartree/bohr
ΔE to the lowest compared entry with this formula, charge and spin	194.99	kJ/mol

---

(5)
Formula: C29H46AlO13
Source: OMol25
Level of theory: wB97M-V/def2-TZVPD

Atoms and positions in Å:
C -0.93431 2.03229 0.33466
C -1.75596 1.20210 0.62606
C -2.89271 0.27616 0.77567
Al -2.47192 -1.32461 -0.46613
O -1.29992 -2.48267 0.34359
C 0.04172 -2.04035 0.13665
C 0.80829 -2.01854 1.48102
H -0.32824 2.72114 -0.23506
H -3.77900 0.79896 0.40398
H -2.96751 -0.02159 1.82822
H -3.84023 -2.04771 -0.94172
H -1.73580 -0.70128 -1.75963
H -0.01739 -1.02649 -0.28204
H 0.55039 -2.73221 -0.55838
H 0.93565 -0.98855 1.84247
H 0.26060 -2.58241 2.24088
H 1.80152 -2.45745 1.34107
O -0.14757 2.75113 -3.00159
C 0.43919 3.78752 -2.92857
O 0.78869 4.37980 -1.74888
C 1.37933 5.66475 -2.01324
C 1.87602 5.59582 -3.44611
C 0.86170 4.66188 -4.09053
H 0.61391 6.43172 -1.87735
H 2.18737 5.84155 -1.30541
H 1.94459 6.57200 -3.92393
H 2.86709 5.13758 -3.47400
H -0.01253 5.20269 -4.45979
H 1.30289 4.06346 -4.88325
O -2.43283 6.63054 -3.59500
C -3.17716 5.69354 -3.71063
O -4.39234 5.78452 -4.29954
C -5.08170 4.52060 -4.18345
C -3.98958 3.49038 -3.97008
C -2.94351 4.28892 -3.20556
H -5.76904 4.57558 -3.33762
H -5.65381 4.33694 -5.09150
H -4.33371 2.60046 -3.44768
H -3.57985 3.17769 -4.93360
H -3.12079 4.26333 -2.12807
H -1.94066 3.95728 -3.43186
O 3.61229 -5.46910 1.13498
C 2.48092 -5.70051 0.80454
O 1.42408 -4.96416 1.19368
C 0.20144 -5.56028 0.71458
C 0.62011 -6.42028 -0.46578
C 2.02191 -6.85789 -0.05688
H -0.23767 -6.14899 1.52433
H -0.49851 -4.77278 0.43142
H -0.06313 -7.24529 -0.66175
H 0.67490 -5.80917 -1.36864
H 2.00936 -7.76675 0.54794
H 2.67526 -6.98333 -0.91657
O 4.44188 -10.42435 0.81436
C 5.33372 -9.64857 0.99600
O 5.87356 -8.87903 0.02032
C 6.99077 -8.13880 0.54514
C 6.76373 -8.08625 2.04672
C 6.04952 -9.40551 2.30830
H 7.91115 -8.66674 0.28138
H 7.01243 -7.14866 0.09541
H 7.68231 -7.96057 2.61843
H 6.09866 -7.25627 2.29160
H 6.75005 -10.22369 2.48484
H 5.34095 -9.32734 3.12822
O -6.00581 3.01096 -1.30194
C -5.89695 3.21022 -0.12544
O -4.71824 3.16480 0.53050
C -4.93185 3.33739 1.93880
C -6.27229 4.04456 2.05428
C -7.02351 3.49963 0.84643
H -4.93611 2.35236 2.41040
H -4.11740 3.92359 2.35810
H -6.77267 3.86693 3.00533
H -6.13374 5.12232 1.94416
H -7.54133 2.56626 1.07274
H -7.71676 4.22746 0.43276
O 3.59832 5.45194 3.22757
C 3.15815 4.34771 3.37202
O 3.01068 3.76110 4.58649
C 2.56295 2.40165 4.41932
C 1.91662 2.36133 3.04691
C 2.73262 3.39113 2.27751
H 3.42979 1.73992 4.49142
H 1.86321 2.15059 5.21382
H 1.92203 1.37012 2.59777
H 0.87921 2.69204 3.11380
H 3.62461 2.95261 1.82645
H 2.13790 3.90124 1.52417

Cartesian forces, eV/Å:
0.574 0.712 -0.629
-1.247 -0.408 0.041
1.312 0.152 0.043
0.133 -0.334 0.089
-0.165 0.542 -0.553
-0.769 -0.240 0.952
0.226 0.367 -0.419
-0.054 -0.397 0.568
-0.057 -0.155 0.244
-0.341 -0.047 -0.156
-0.116 -0.168 0.250
0.017 0.008 -0.063
0.655 -0.211 -0.214
-0.036 0.306 -0.041
-0.118 -0.168 -0.020
0.096 -0.031 -0.182
-0.093 0.084 0.256
0.232 -0.018 0.331
-0.152 -0.046 -0.273
0.034 -0.132 -0.285
0.076 0.245 0.147
0.086 0.096 -0.229
0.477 0.223 0.152
-0.030 -0.041 -0.034
-0.108 -0.141 0.130
-0.051 0.023 0.082
-0.012 0.018 0.029
-0.041 -0.072 0.003
-0.272 -0.108 -0.050
-0.107 0.162 -0.272
0.185 -0.099 0.472
0.124 0.124 -0.062
-0.200 -0.251 0.008
0.052 -0.286 0.061
-0.429 -0.096 -0.430
0.071 -0.008 0.019
0.025 0.243 -0.041
-0.054 0.090 0.059
-0.014 0.020 0.005
0.120 -0.010 0.016
0.050 0.046 0.224
0.035 0.228 0.138
0.111 -0.314 0.083
0.267 -0.238 -0.030
-0.508 0.139 -0.236
0.044 -0.174 -0.066
-0.392 0.210 -0.405
0.093 -0.014 0.023
0.131 0.178 0.213
-0.027 0.031 0.075
-0.044 0.028 0.042
0.129 -0.009 -0.024
0.223 -0.154 0.208
-0.082 0.121 -0.337
-0.024 -0.358 0.281
-0.044 -0.060 0.082
0.140 0.197 0.037
0.056 0.081 0.255
0.128 0.595 -0.029
-0.038 -0.043 -0.001
-0.149 -0.089 -0.146
0.037 -0.012 -0.094
0.018 0.008 -0.074
-0.101 -0.071 0.025
-0.041 -0.300 -0.028
0.229 0.149 -0.076
-0.193 -0.310 -0.077
-0.207 0.202 -0.209
0.096 0.006 0.313
-0.195 0.062 0.105
0.204 0.375 0.331
0.027 -0.015 -0.062
0.139 -0.104 -0.186
0.066 -0.055 0.002
0.018 -0.022 0.014
-0.035 0.002 -0.108
-0.102 -0.221 -0.179
-0.031 0.085 0.304
0.249 0.014 -0.399
-0.011 0.100 -0.032
-0.090 -0.218 -0.020
-0.095 -0.159 -0.197
-0.443 -0.192 0.305
0.020 0.046 -0.005
0.097 0.163 0.108
-0.026 0.002 0.046
0.001 -0.066 -0.037
0.012 0.100 -0.060
0.228 0.080 -0.106

Values from the calculation:
HOMO-LUMO gap	6.825	eV
charge	-1
HOMO level	-0.1709	Ha
electronic energy	-64035.43820	eV
F_max	0.0257	hartree/bohr

---

(6)
Formula: C3H3Cl2F
Source: OMol25
Level of theory: wB97M-V/def2-TZVPD

Atoms and positions in Å:
C 0.53060 0.51980 -1.23467
C -0.36036 0.04302 -0.37643
Cl -1.99080 -0.06080 -0.92188
C 0.06483 -0.42497 0.97669
F -0.19605 -1.75858 1.17667
Cl -0.88175 0.45849 2.28478
H 1.51027 0.94055 -0.97054
H 0.27611 0.55987 -2.28717
H 1.04714 -0.27739 1.35255

Cartesian forces, eV/Å:
0.563 0.366 -0.356
1.224 0.090 -0.383
-0.148 -0.639 0.482
-2.244 -0.015 1.776
-0.092 0.219 -0.578
0.066 -0.142 -0.406
-0.289 -0.875 0.157
-0.179 0.534 0.108
1.098 0.462 -0.800

Values from the calculation:
HOMO-LUMO gap	10.645	eV
SMILES	C=C(Cl)[C@H](F)Cl
charge	0
HOMO level	-0.3723	Ha
electronic energy	-30920.92080	eV
F_max	0.0557	hartree/bohr
ΔE to the lowest compared entry with this formula, charge and spin	38.02	kJ/mol